Record 1
C20H23N3O | ωB97M-V/def2-TZVPD

```
47
Properties=species:S:1:pos:R:3:mulliken_charge:R:1
O 3.997 2.726 1.506 -0.560
N -0.102 2.942 0.288 -0.145
N -2.923 0.610 -4.023 0.126
N 3.727 0.683 2.282 -0.675
C 1.072 0.602 1.414 0.316
C 2.660 -2.491 3.763 -0.898
C 0.331 -4.576 2.159 -1.050
C -0.861 0.831 -2.689 -1.016
C 3.443 -1.390 3.374 -0.365
C -2.112 2.639 -1.031 -0.706
C -0.189 1.437 -1.635 0.200
C 0.802 -1.611 2.490 -0.608
C 3.167 1.696 1.667 0.476
C 1.345 -2.599 3.284 0.618
C 2.930 -0.375 2.590 -0.676
C 0.530 -3.858 3.514 -0.802
C -4.131 1.258 -4.519 -1.135
C 1.366 2.929 0.430 -1.078
C -2.513 -0.680 -4.662 -1.057
C 1.578 -0.458 2.151 0.230
C -0.796 2.345 -0.785 -0.039
C -2.195 1.172 -2.959 0.591
C 1.858 1.707 1.182 0.332
C -2.845 2.068 -2.075 -0.532
H -0.429 -3.580 3.924 0.321
H 1.740 3.820 0.962 0.444
H 1.834 2.959 -0.570 0.304
H 1.345 -4.826 1.793 0.295
H -1.659 -0.587 -5.338 0.267
H -0.197 -3.954 1.454 0.348
H -4.048 2.360 -4.650 0.369
H -3.871 2.403 -2.195 0.352
H -0.231 -1.671 2.161 0.495
H 0.838 1.107 -1.489 0.343
H 0.074 0.536 1.061 0.629
H -0.662 3.235 1.097 0.240
H 1.038 -4.553 4.222 0.329
H -5.008 1.055 -3.849 0.289
H -2.621 3.363 -0.421 0.357
H -0.270 -5.513 2.252 0.326
H 3.012 -3.259 4.428 0.359
H -2.325 -1.419 -3.877 0.374
H 4.472 -1.374 3.663 0.458
H -0.328 0.135 -3.327 0.347
H -4.342 0.889 -5.511 0.399
H -3.354 -1.029 -5.266 0.396
H 4.853 2.298 1.761 0.413
```

Summary:
HOMO-LUMO gap = 7.24 eV
LUMO level = 0.4 eV
energy relative to the best compared isomer or geometry (same formula, charge and spin) = 46.6 kcal/mol
strongest force on any atom = 2.7 eV Å⁻¹

***

Record 2
C20H23N3O2 | ωB97M-V/def2-TZVPD

```
48
Properties=species:S:1:pos:R:3:mulliken_charge:R:1
O -2.611 2.244 1.320 -0.678
O 2.859 0.206 -0.808 -0.462
N 2.607 0.613 1.375 -0.752
N -3.255 0.110 0.997 0.100
N -3.471 -1.156 -1.694 -0.187
C -3.084 -2.191 1.860 -1.963
C -3.848 -1.672 -0.529 -0.272
C 3.431 0.368 0.416 0.607
C -0.976 0.782 0.437 0.239
C 0.096 0.852 1.313 -0.674
C -4.976 -2.478 -0.416 -0.371
C -4.593 0.423 1.452 -1.025
C 4.906 0.290 0.524 -0.859
C -0.793 0.525 -0.928 0.140
C -2.971 -1.271 0.643 0.994
C -5.721 -2.746 -1.554 -0.533
C 7.708 2.829 -0.377 -1.279
C -4.183 -1.413 -2.773 -0.269
C -2.345 1.114 0.954 0.183
C 1.360 0.630 0.789 0.707
C 5.550 1.586 0.014 -0.608
C 1.529 0.371 -0.587 0.759
C 0.463 0.316 -1.465 -1.485
C -5.323 -2.204 -2.764 -0.571
C 7.072 1.536 0.117 -0.314
H 5.171 2.425 0.602 0.333
H -2.845 -3.211 1.573 0.407
H 7.448 0.697 -0.473 0.306
H -1.662 0.476 -1.567 0.546
H -5.272 -2.892 0.534 0.296
H -6.602 -3.369 -1.493 0.413
H -1.937 -1.302 0.285 0.321
H -5.332 0.000 0.771 0.322
H 8.791 2.777 -0.298 0.385
H 7.448 3.010 -1.418 0.327
H 0.607 0.122 -2.515 0.426
H -4.768 0.043 2.461 0.308
H 5.259 1.746 -1.026 0.338
H -4.080 -2.171 2.292 0.404
H -2.375 -1.867 2.618 0.420
H -5.876 -2.388 -3.671 0.389
H -4.689 1.507 1.468 0.415
H -3.820 -0.962 -3.688 0.415
H 5.265 -0.553 -0.070 0.323
H 5.164 0.132 1.571 0.334
H 7.361 3.675 0.212 0.330
H -0.044 1.073 2.358 0.506
H 7.357 1.366 1.158 0.308
```

Summary:
HOMO-LUMO gap = 9.31 eV
LUMO level = 0.7 eV
energy relative to the best compared isomer or geometry (same formula, charge and spin) = 23.3 kcal/mol
strongest force on any atom = 1.3 eV Å⁻¹

***

Record 3
C20H23N3O3 | ωB97M-V/def2-TZVPD

```
49
Properties=species:S:1:pos:R:3:mulliken_charge:R:1
O -1.914 -4.237 1.290 -0.756
O 1.914 -1.159 -1.148 -0.628
O -0.401 -5.165 -0.604 -0.603
N -1.702 -2.053 0.776 0.152
N 1.004 0.450 0.143 0.153
N 2.806 2.993 -2.920 -0.656
C 0.610 2.051 -2.619 -1.122
C 4.776 2.087 -1.908 -0.790
C -2.699 0.608 0.962 1.036
C -1.013 -0.990 0.059 -0.386
C -2.921 -0.275 2.015 0.793
C -2.009 0.113 -0.279 -0.904
C -0.531 -3.772 -0.583 -0.495
C -1.436 -3.366 0.575 0.918
C 2.667 1.085 -1.491 0.464
C 4.047 1.086 -1.284 0.991
C 1.836 0.018 -0.839 -0.123
C 0.180 -0.485 0.883 -1.315
C 4.712 0.046 -0.429 -1.320
C -2.520 -1.726 1.942 -1.220
C 2.086 2.041 -2.324 0.516
C -3.945 1.503 3.289 -0.595
C -3.539 0.185 3.175 -0.806
C 4.116 3.009 -2.703 -0.387
C -3.723 2.386 2.239 -0.632
C -3.098 1.936 1.088 -0.807
H 0.188 1.046 -2.621 0.335
H 5.849 2.147 -1.780 0.396
H -3.703 -0.504 3.996 0.447
H -2.914 2.622 0.269 0.407
H 0.790 -1.345 1.168 0.328
H 5.757 0.296 -0.259 0.407
H -1.495 0.935 -0.780 -0.079
H 4.670 3.801 -3.196 0.375
H 4.215 -0.047 0.538 0.301
H 0.448 -3.291 -0.485 0.206
H 0.069 2.647 -1.879 0.183
H 4.653 -0.930 -0.909 0.311
H -2.739 -0.287 -0.988 0.455
H 0.449 2.511 -3.592 0.465
H 1.009 1.425 0.389 0.351
H -1.991 -2.009 2.858 0.428
H -4.427 1.844 4.195 0.390
H -0.972 -3.418 -1.523 0.266
H -0.937 -5.482 0.143 0.383
H -0.167 0.008 1.791 0.580
H -3.411 -2.355 1.909 0.512
H -4.030 3.420 2.321 0.398
H -0.617 -1.403 -0.866 0.679
```

Summary:
HOMO-LUMO gap = 9.72 eV
LUMO level = 0.4 eV
energy relative to the best compared isomer or geometry (same formula, charge and spin) = 8.5 kcal/mol
strongest force on any atom = 0.0 eV Å⁻¹

***

Record 4
C20H23N3O3S | ωB97M-V/def2-TZVPD

```
50
Properties=species:S:1:pos:R:3:mulliken_charge:R:1
S 0.826 0.351 -1.540 -0.353
O -0.840 5.092 0.250 -0.530
O 0.274 3.302 -1.686 -0.573
O -3.018 5.462 0.591 -0.486
N -2.693 -4.136 1.415 -0.489
N -1.670 -1.051 -1.436 -0.323
N 5.056 0.764 -0.749 -0.645
C 0.456 -0.891 -0.296 1.271
C 4.306 -0.377 -1.312 -0.540
C -3.255 2.274 -1.625 -1.050
C -2.294 4.620 -1.642 -0.768
C -1.852 0.350 -1.531 0.090
C 1.362 -1.242 0.699 -0.418
C -0.288 -2.766 1.557 -1.101
C -0.883 2.553 -1.636 0.175
C -0.800 -1.448 -0.393 -0.436
C 1.936 -2.529 2.728 -0.616
C 3.721 -1.306 -0.225 -0.635
C 1.447 -2.651 3.973 -0.771
C -3.114 0.908 -1.574 -0.881
C -2.160 3.098 -1.634 0.525
C -1.145 -2.389 0.567 0.925
C -0.754 1.179 -1.582 0.910
C 0.970 -2.186 1.628 0.791
C -2.564 -2.997 0.508 -1.160
C 2.711 -0.556 0.725 -1.668
C -1.963 5.083 -0.213 0.587
H -3.325 4.934 -1.818 0.382
H -2.875 -3.218 -0.523 0.332
H -3.552 -4.072 1.940 0.213
H 0.376 3.562 -2.612 0.340
H 2.996 -2.652 2.514 0.399
H 3.523 -0.022 -1.985 0.227
H 0.456 -3.095 4.051 0.227
H -2.590 -1.463 -1.350 0.218
H 2.642 0.470 0.348 0.634
H -4.262 2.681 -1.655 0.352
H 4.528 -1.699 0.406 0.398
H -3.951 0.213 -1.555 0.361
H 5.220 0.544 0.227 0.271
H 3.108 -0.482 1.740 0.656
H -0.592 -3.495 2.295 0.617
H 4.525 1.623 -0.808 0.292
H -3.229 -2.194 0.862 0.404
H 3.179 -2.100 -0.750 0.400
H 1.962 -2.281 4.856 0.253
H -2.617 -5.021 0.937 0.206
H 5.020 -1.001 -1.869 0.332
H -1.562 5.102 -2.291 0.299
H -2.756 5.154 1.470 0.356
```

Summary:
HOMO-LUMO gap = 8.15 eV
LUMO level = 0.5 eV
energy relative to the best compared isomer or geometry (same formula, charge and spin) = 80.9 kcal/mol
strongest force on any atom = 2.3 eV Å⁻¹

***

> Look up the strongest force on any atom of the first one.

2.7 eV Å⁻¹